C4H5N4O2S | wB97M-V/def2-TZVPD

Values from the calculation:
- charge = -1
- structure (SMILES) = CSC1(CC(=O)[O-])N=NN=N1
- E_HOMO (hartree) = -0.18119
- max |F| (eV/A) = 3.343
- DFT total energy (hartree) = -923.06327
- energy relative to the best compared isomer or geometry (same formula, charge and spin) (kcal per mole) = 9.5

Geometry as XYZ:
```
16
Properties=species:S:1:pos:R:3:forces:R:3:lowdin_charge:R:1
C 1.7788 0.2320 -0.1190 0.23 -1.55 1.08 -0.40
S 0.4498 -0.5830 -1.1023 0.79 0.34 -0.43 0.91
C -0.6536 -0.3523 0.2321 -3.01 0.80 0.06 -0.82
C -2.3814 -0.1546 -0.3012 0.94 -0.08 -0.34 0.03
C -2.5741 -1.3677 -1.3693 -2.09 1.37 2.22 -0.77
O -1.6359 -1.4642 -2.1309 0.80 -0.89 -1.41 -0.13
O -3.6986 -1.8879 -1.2469 0.64 -0.10 -0.43 -0.05
N -0.8752 0.9269 0.8565 1.20 -0.38 0.12 -0.03
N -1.0630 0.7061 2.0815 0.06 0.11 -0.10 -0.06
N -0.9244 -0.6640 2.3315 0.10 -0.85 0.21 -0.04
N -0.6764 -1.3058 1.2667 -0.20 1.08 0.53 0.03
H 2.8202 0.0313 -0.5254 -1.42 0.42 0.42 0.04
H 1.6600 -0.2370 0.9247 0.73 0.86 -1.36 0.04
H 1.4588 1.2627 -0.0829 0.69 0.40 0.14 0.00
H -2.3092 0.8285 -0.8909 -0.52 -1.45 1.09 0.11
H -3.0238 -0.1342 0.6572 1.07 -0.08 -1.79 0.12
```
Positions in Å, forces in eV/Å.